Model 1:
This record from the OMol25 dataset describes a molecular structure, C7H11FO. The level of theory is ωB97M-V/def2-TZVPD.

Each line ends with the Löwdin charge.
Cartesian coordinates (Å):
C 2.38 -1.39 -0.85  0.012
C 1.68 1.62 0.82  0.038
C 1.93 -0.86 0.28  -0.206
C 1.27 0.40 0.51  -0.167
C -2.68 -0.43 -0.09  -0.034
C -0.43 0.23 -0.48  -0.204
C -1.34 -0.27 0.62  -0.384
O -0.90 1.36 -1.13  -0.021
F -1.54 0.59 1.64  0.019
H 2.89 -2.39 -1.02  0.081
H 2.06 -0.96 -1.77  0.043
H 0.93 2.38 0.63  0.053
H 2.67 1.92 1.00  0.050
H 2.09 -1.28 1.26  0.104
H -3.23 0.48 -0.34  0.099
H -2.51 -0.95 -0.94  0.042
H -3.34 -0.99 0.55  0.079
H -0.05 -0.45 -1.22  0.113
H -1.04 -1.21 1.08  0.149
H -0.85 2.18 -0.55  0.135

For the HOMO-LUMO gap, the calculation gives 0.3536 Eh. Its HOMO energy is -8.75 eV. The charge is 0.



Model 2:
This record from the OMol25 dataset describes a single C7H11FO molecule. The level of theory is ωB97M-V/def2-TZVPD.

Each line ends with the Löwdin charge.
Cartesian coordinates (Å):
C 1.37 0.85 -0.33  -0.059
C 1.86 -0.25 0.17  -0.357
C -0.39 -1.07 0.02  -0.187
C -0.89 0.30 0.11  -0.276
C 3.28 -0.70 0.20  -0.045
C -1.70 0.92 -1.04  -0.049
C -1.20 0.94 1.42  -0.075
O 0.98 -1.32 0.47  -0.080
F 1.86 1.96 -0.81  0.081
H -0.88 -1.78 0.59  0.108
H -0.49 -1.36 -1.05  0.137
H 3.92 -0.52 1.22  0.126
H 3.84 -0.33 -0.71  0.086
H 3.23 -1.85 0.08  0.094
H -1.38 1.92 -1.05  0.072
H -2.76 0.76 -0.78  0.099
H -1.40 0.41 -1.90  0.052
H -0.43 1.65 1.93  0.115
H -1.34 0.25 2.25  0.075
H -2.12 1.56 1.36  0.080

For the HOMO-LUMO gap, the calculation gives 0.3275 Eh. Its HOMO energy is -8.42 eV. The charge is 0.



The least stable of them is model 2.